DFT (ωB97M-V/def2-TZVPD) results for a structure of composition C17H22N2Sr in a non-equilibrium geometry.

Properties
HOMO energy	1.521	eV
LUMO	4.87	eV
charge	-2
calculated total energy	-21797.5263	eV
HOMO-LUMO gap	3.349	eV

Geometry as XYZ:
```
42
Properties=species:S:1:pos:R:3:forces:R:3
Sr -0.277 0.114 0.525 0.65 -0.34 -0.89
N -2.188 1.231 2.664 -0.48 0.13 0.67
N 1.587 -1.414 0.714 -0.30 -0.27 0.52
C -3.433 -2.243 3.617 0.45 0.74 -0.44
C -3.213 -3.546 3.152 -0.11 0.15 0.17
C 3.769 -0.974 -0.245 -0.59 0.35 0.13
C -1.710 -2.691 1.421 -1.43 -1.75 1.45
C -1.930 -0.021 -1.859 0.31 0.13 -0.32
C 2.399 0.868 0.658 -0.92 0.64 -0.04
C -2.773 -1.161 2.965 -1.21 -1.94 1.22
C -0.868 1.594 3.092 0.08 -0.48 0.32
C -2.813 1.745 1.480 -0.26 -0.38 -0.11
C -2.352 -3.780 2.074 0.57 0.55 -0.69
C -0.822 -0.860 -2.196 -0.02 0.81 -0.26
C -0.075 1.328 -2.159 -0.37 -0.50 -0.40
C -1.967 -1.428 1.896 1.37 2.12 -1.34
C -2.947 0.267 3.471 0.68 0.54 -0.77
C 2.590 -0.535 0.394 1.11 -1.03 -0.58
C -1.468 1.334 -1.844 0.15 -0.39 -0.24
C 0.319 -0.023 -2.396 -0.68 0.21 -0.11
H -3.858 1.992 1.739 0.13 0.24 -0.27
H -3.713 -4.388 3.641 0.14 0.19 -0.11
H -2.095 2.222 -1.710 0.27 -0.34 0.10
H -2.164 -4.794 1.727 -0.12 -0.10 0.12
H -2.876 0.990 0.659 0.08 0.45 0.29
H 2.001 1.226 1.612 0.22 -0.07 0.03
H -4.012 0.563 3.431 0.22 -0.06 0.14
H -0.918 1.933 4.143 0.28 0.13 -0.17
H 0.563 2.210 -2.282 -0.23 -0.42 0.20
H 1.295 -0.352 -2.764 -0.29 0.12 0.55
H -2.595 0.356 4.515 -0.18 -0.03 -0.21
H -2.288 2.644 1.112 -0.23 -0.32 0.11
H 2.815 1.592 -0.039 0.24 0.01 0.40
H 3.886 -2.029 -0.488 0.07 0.14 -0.27
H -4.089 -2.036 4.470 0.04 -0.29 -0.10
H -0.862 -1.940 -2.367 0.05 0.41 0.23
H 4.497 -0.225 -0.541 0.21 -0.28 0.06
H -1.031 -2.860 0.584 -0.05 -0.11 0.08
H -0.163 0.718 3.098 -0.26 0.59 -0.05
H 1.826 -2.385 0.465 0.14 0.70 0.20
H -0.445 2.402 2.466 -0.17 -0.35 0.26
H -2.966 -0.351 -1.726 0.45 0.13 0.10
```
Positions in Å, forces in eV/Å.

Per-atom Mulliken charges, elementary charge units: 0.6941 0.3363 -0.6821 -0.6099 -0.4276 -1.2498 -0.9433 -0.5297 -1.2964 -0.1767 -1.0903 -1.0699 -0.4656 -0.5517 -0.4401 1.2829 -1.3766 1.2950 -0.6056 -0.3939 0.3372 0.2975 0.4014 0.3131 0.5441 0.0834 0.3427 0.3526 0.3475 0.2682 0.3505 0.2118 0.0706 0.2231 0.3031 0.3584 0.2793 0.1636 0.5033 -0.0360 0.2754 0.3097


DFT (ωB97M-V/def2-TZVPD) results for the molecule C3H5N3OS in a non-equilibrium geometry.

Properties
HOMO energy	-8.345	eV
LUMO	0.26	eV
calculated total energy	-20539.0070	eV
HOMO-LUMO gap	8.603	eV
SMILES string	Nc1cc(=S)n(N)o1

Geometry as XYZ:
```
13
Properties=species:S:1:pos:R:3:forces:R:3
S -2.786 -0.749 -0.055 -0.21 -0.85 -0.26
O 0.629 0.685 -0.443 0.29 0.09 -0.39
N -1.182 1.848 0.131 -0.98 -0.27 0.49
N 2.330 -0.485 0.086 -1.49 5.43 2.46
N -0.711 0.669 -0.615 -1.40 2.38 1.80
C 0.965 -0.557 -0.134 4.51 0.67 0.54
C -1.183 -0.613 -0.369 0.10 -0.50 1.33
C 0.007 -1.489 -0.146 -4.05 -2.15 1.36
H -1.274 1.889 1.373 -0.09 -1.31 -4.95
H 2.805 -1.253 -0.208 2.52 -1.95 -0.52
H 2.729 0.673 0.416 -1.40 -5.52 -1.83
H -0.280 -2.594 0.410 1.69 3.52 -2.02
H -2.049 1.976 -0.446 0.52 0.46 1.98
```
Positions in Å, forces in eV/Å.

Per-atom Mulliken charges, elementary charge units: -0.3770 -0.3188 -0.5983 -0.5452 0.2320 0.5921 0.1708 -0.5001 0.2665 0.2026 0.3429 0.2433 0.2894


DFT (ωB97M-V/def2-TZVPD) results for a structure of composition C19H20N2O9P2Pd in a non-equilibrium geometry.

Properties
HOMO energy (spin up / spin down)	-7.948 / -7.919	eV
LUMO (spin up / spin down)	-1.28 / -1.41	eV
calculated total energy	-63496.7447	eV
HOMO-LUMO gap (spin up / spin down)	6.671 / 6.509	eV

Geometry as XYZ:
```
53
Properties=species:S:1:pos:R:3:forces:R:3
Pd 0.044 1.079 0.198 0.98 -0.17 0.62
P 0.452 3.586 -1.260 -0.18 0.29 -0.07
P -2.081 1.944 -1.026 -0.12 -0.14 -0.32
O -1.372 0.772 -1.649 -0.11 0.20 -0.26
O 0.885 5.040 -1.741 0.09 -0.13 0.07
O 1.178 2.637 -2.277 0.18 -0.07 -0.09
O -3.592 2.045 -1.533 -0.04 0.03 0.12
O 0.769 3.339 0.179 -0.16 -0.32 -0.23
O -1.902 4.602 -0.826 -0.08 0.02 -0.02
O -0.019 1.349 2.880 0.01 -0.06 -0.12
O -1.995 1.981 0.496 0.35 -0.21 0.06
O 1.764 0.488 -0.664 -0.56 0.40 0.04
N 0.255 -0.786 1.251 -0.87 0.06 -0.17
N 0.661 -1.844 0.739 0.40 0.05 0.39
C 2.609 -2.147 -2.936 -0.02 -0.09 -0.04
C -0.985 -2.141 2.899 -0.08 -0.03 -0.11
C -1.629 3.790 -3.080 -0.03 0.03 0.03
C -0.637 0.214 3.283 0.07 0.12 0.04
C 1.802 -0.731 -1.143 0.00 -0.22 0.13
C 2.213 -3.324 -2.238 0.05 0.07 -0.03
C 2.104 -5.730 -2.076 0.00 0.02 -0.01
C -1.380 0.122 4.453 -0.03 -0.05 0.00
C 2.423 -0.913 -2.415 0.05 0.05 0.12
C 1.207 -4.362 -0.298 -0.04 -0.02 -0.01
C 1.329 -1.866 -0.460 -0.09 0.02 -0.30
C 1.573 -3.188 -0.992 -0.03 0.09 0.05
C -1.915 -1.097 4.842 0.02 0.00 -0.02
C -1.711 -2.233 4.072 0.00 0.00 0.02
C -0.393 2.584 3.479 0.02 -0.07 -0.07
C -0.461 -0.925 2.484 0.24 0.01 0.04
C 1.471 -5.598 -0.828 0.00 0.02 0.00
C 2.466 -4.606 -2.767 -0.02 -0.05 0.00
C -1.353 3.538 -1.606 0.07 -0.03 0.07
H 3.069 -2.256 -3.911 0.02 0.00 0.01
H 2.305 -6.712 -2.483 -0.01 0.00 0.01
H -0.837 -3.006 2.267 0.00 -0.01 0.01
H 0.722 -4.272 0.663 0.01 -0.01 0.00
H 1.124 5.598 -0.990 -0.07 0.03 -0.04
H 0.110 3.349 2.894 0.00 0.01 0.00
H 1.191 -6.485 -0.274 -0.01 0.00 0.00
H -2.124 -3.185 4.378 -0.01 0.00 0.00
H 2.959 -4.686 -3.729 0.00 0.01 0.00
H -1.284 2.946 -3.677 0.01 0.00 0.00
H 2.736 -0.025 -2.949 0.03 0.00 0.02
H -2.702 3.914 -3.217 0.00 -0.01 -0.01
H 1.562 1.831 -1.847 -0.10 0.07 0.02
H -1.124 4.695 -3.415 -0.01 0.01 0.01
H -0.059 2.626 4.517 -0.02 0.03 0.01
H -2.061 4.254 0.064 0.08 0.01 0.02
H -1.473 2.726 3.415 -0.02 0.01 0.02
H -1.533 0.995 5.068 0.01 0.01 0.00
H -2.490 -1.154 5.756 0.00 -0.01 0.00
H -3.869 1.229 -1.968 0.03 0.02 0.01
```
Positions in Å, forces in eV/Å.

Per-atom Mulliken charges, elementary charge units: 0.9033 0.8298 0.9876 -0.6665 -0.5501 -0.5164 -0.5892 -0.6133 -0.6145 -0.3418 -0.7637 -1.2602 0.0085 -0.2379 -0.9977 -0.0716 -1.8700 0.6800 1.8337 0.7834 -0.5187 -0.7286 -0.7106 -0.3459 -0.4580 0.6139 -0.6211 -0.8992 -0.9852 0.5434 -0.7334 -0.9034 1.2375 0.3677 0.3883 0.3935 0.3554 0.3634 0.1974 0.4006 0.3874 0.3841 0.3899 0.3800 0.4101 0.3964 0.4304 0.4014 0.3869 0.3967 0.4061 0.3942 0.3463


DFT (ωB97M-V/def2-TZVPD) results for a structure of composition C25H41Cl3ErN3O3SSi in a non-equilibrium geometry.

Properties
HOMO energy	-7.792	eV
LUMO	-0.28	eV
multiplicity	4
calculated total energy	-121109.3669	eV
HOMO-LUMO gap	7.508	eV

Geometry as XYZ:
```
78
Properties=species:S:1:pos:R:3:forces:R:3
Er 0.904 0.055 0.947 0.16 -1.41 -0.78
Cl 2.337 0.023 2.898 0.30 -0.19 0.74
Cl -0.297 -2.461 -1.206 0.32 0.10 -0.30
Cl 2.823 1.175 -0.218 0.24 0.52 0.28
S -1.151 0.483 4.732 -0.44 0.09 0.65
Si -0.814 0.163 -1.866 2.48 1.00 -0.32
O 1.054 -0.054 -2.024 -3.40 -0.14 -0.47
O -0.283 -1.641 2.072 -0.82 -0.36 0.93
O -0.129 1.843 1.650 0.44 2.23 -0.10
N -0.793 -0.983 6.942 0.90 0.13 0.32
N -1.580 -3.443 2.614 0.29 0.23 -0.32
N -0.614 4.067 1.540 0.19 -0.89 -0.48
C -0.623 0.240 6.306 -0.33 -0.64 -0.73
C 1.763 -0.148 -3.288 0.71 -0.34 0.74
C 2.124 -3.498 -5.338 -0.03 -0.22 -0.39
C 0.877 -0.515 8.581 -0.28 -1.39 -0.40
C -0.926 -2.305 2.923 0.17 -0.80 -1.06
C -2.052 3.754 1.407 0.14 -0.12 0.13
C 1.850 1.966 -4.572 -0.53 0.08 -0.10
C 0.254 3.056 1.541 -0.39 -0.69 -0.05
C -2.048 -4.378 3.642 0.16 0.39 0.35
C -0.173 5.415 1.168 0.31 -0.19 -0.01
C 0.308 2.460 -6.367 -0.10 -0.05 0.02
C -0.313 1.208 -6.220 0.48 -0.23 0.17
C 0.207 0.304 -5.266 -0.63 0.88 0.00
C 1.820 -2.110 -4.863 0.42 0.38 0.42
C 1.246 0.706 -4.416 -0.09 0.30 0.01
C 0.942 0.800 8.096 -0.89 0.98 -1.10
C 2.120 -1.576 -3.662 -0.58 -0.31 -0.96
C 0.021 -1.411 7.966 -0.20 0.76 0.41
C 0.154 1.182 7.009 1.01 0.30 1.42
C 1.383 2.847 -5.548 -0.05 -0.29 -0.11
C -1.641 -3.909 1.213 0.16 0.07 0.14
C -1.906 -0.381 -3.249 -0.65 -0.06 -0.45
C -1.748 -0.021 -0.189 0.76 -0.67 0.50
C -0.559 2.095 -1.846 -0.18 0.50 -0.28
C 2.944 -2.341 -2.668 0.31 -0.59 0.23
H -1.198 -4.753 4.238 -0.35 0.05 -0.23
H 2.635 2.283 -3.870 -0.32 -0.27 -0.39
H 2.722 0.289 -3.017 0.26 0.21 0.09
H 1.336 3.292 1.389 -0.72 -0.10 0.28
H 0.120 2.206 6.636 0.33 -0.41 0.05
H -2.257 3.242 0.456 0.15 0.10 0.32
H 1.630 -4.260 -4.706 0.38 0.22 -0.25
H -1.408 -0.978 0.262 -0.55 0.64 0.01
H -0.060 3.155 -7.124 0.07 -0.17 0.20
H 0.410 2.353 -1.360 -0.51 -0.32 -0.15
H -1.001 -1.999 3.978 0.22 0.03 -0.33
H -2.965 -0.362 -2.960 0.20 -0.05 0.24
H 0.674 5.718 1.782 -0.02 -0.02 0.01
H -2.414 -3.373 0.637 0.36 -0.10 0.32
H -1.672 -1.396 -3.557 0.02 -0.14 0.07
H -1.881 -4.982 1.198 0.22 0.41 0.04
H -2.574 4.702 1.409 -0.19 0.04 0.07
H 1.869 3.827 -5.663 -0.39 -0.48 -0.03
H -2.408 3.134 2.240 0.25 0.14 -0.22
H -0.676 -3.705 0.741 -0.38 -0.22 -0.03
H -1.189 0.915 -6.844 0.85 0.33 0.51
H 2.952 -1.903 -1.661 -0.20 -0.05 -0.36
H 0.118 5.469 0.116 -0.07 -0.08 0.03
H 3.212 -3.698 -5.407 -0.49 -0.06 0.15
H -1.641 0.815 0.527 -0.35 -0.31 -0.46
H 1.508 -0.840 9.402 -0.14 -0.03 -0.20
H -0.102 -2.460 8.265 0.05 0.61 -0.05
H -1.356 2.682 -1.332 0.29 -0.43 -0.35
H -0.460 2.521 -2.870 -0.10 -0.33 0.47
H 2.575 -3.377 -2.600 0.08 0.34 0.15
H 1.700 -3.557 -6.361 0.35 -0.38 0.54
H -0.291 -0.658 -5.085 0.45 0.66 -0.33
H 4.005 -2.420 -2.994 -0.54 0.18 0.03
H -2.748 -3.860 4.309 0.01 -0.31 -0.06
H -1.463 -1.623 6.533 0.27 0.10 -0.12
H 1.623 1.524 8.555 -0.37 -0.28 -0.13
H -2.540 -5.234 3.153 0.15 0.55 0.33
H -0.992 6.102 1.330 -0.06 0.11 0.12
H -1.830 0.257 -4.128 -0.03 0.12 0.23
H 1.375 -1.527 -5.664 0.06 0.09 0.53
H -2.820 -0.192 -0.391 0.43 0.24 -0.13
```
Positions in Å, forces in eV/Å.

Per-atom Mulliken charges, elementary charge units: 0.4778 -0.5077 -0.5705 -0.5406 -0.3875 0.7184 0.4480 -0.5237 -0.3443 -0.1376 0.2083 0.2450 0.4239 -0.6307 -1.5382 -0.5724 0.3137 -0.7694 -0.3529 -0.0607 -0.9036 -0.9274 -0.5271 -1.3635 -0.2401 0.0729 0.4846 -0.1467 0.7531 -0.1913 -0.5961 -0.6726 -0.8007 -1.3863 -0.5761 -0.8016 -1.6240 0.3136 0.3209 0.4948 0.4523 0.3664 0.2199 0.2782 -0.1956 0.3762 0.0789 -0.1406 0.4815 0.3552 0.1776 0.3021 0.4370 0.3990 0.3825 0.2152 0.2359 0.3614 0.1266 0.3535 0.3078 0.1851 0.3654 0.3736 0.2629 0.3651 0.3845 0.3770 1.0616 0.3729 0.3181 0.2192 0.3728 0.3107 0.3159 0.4759 0.5292 0.5573


DFT (ωB97M-V/def2-TZVPD) results for a structure of composition C3H8O3Yb in a non-equilibrium geometry.

Properties
HOMO energy	-6.288	eV
LUMO	-0.95	eV
calculated total energy	-40908.2625	eV
HOMO-LUMO gap	5.335	eV

Geometry as XYZ:
```
15
Properties=species:S:1:pos:R:3:forces:R:3
Yb 0.165 1.433 -0.887 -0.17 -1.24 0.21
O -1.601 0.141 -0.152 -0.13 -1.00 0.30
O 2.120 1.793 -0.206 0.23 0.67 0.47
O 1.978 -0.480 -0.370 0.08 0.38 -0.43
C 0.840 -1.039 0.299 -1.87 -0.64 0.59
C -2.988 0.126 -0.398 -0.18 -0.25 0.41
C 2.653 0.626 0.253 0.23 -0.02 -0.07
H 2.578 0.546 1.362 0.00 -0.20 -0.40
H -3.459 -0.507 0.370 -0.22 0.20 -0.29
H 0.982 -1.059 1.395 0.37 -0.85 -0.59
H -3.409 1.138 -0.304 -0.08 -0.20 -0.12
H 0.616 -1.949 -0.281 0.68 -0.27 1.06
H 3.711 0.497 -0.052 -0.32 0.08 0.13
H -3.227 -0.290 -1.390 -0.06 0.15 0.18
H -0.961 -0.976 0.361 1.45 3.18 -1.46
```
Positions in Å, forces in eV/Å.

Per-atom Mulliken charges, elementary charge units: 1.2306 -0.5550 -0.7146 -0.4057 -0.9925 -0.5818 -0.0959 0.2655 0.2042 0.3030 0.2041 0.3769 0.1901 0.2665 0.3048


DFT (ωB97M-V/def2-TZVPD) results for a cluster of 2 separate species, C8H21N4S in total in a non-equilibrium geometry.

Properties
HOMO energy	-11.630	eV
LUMO	-2.77	eV
charge	+1
calculated total energy	-25423.0496	eV
HOMO-LUMO gap	8.861	eV

Geometry as XYZ:
```
34
Properties=species:S:1:pos:R:3:forces:R:3
S -3.469 -0.018 0.992 0.26 -0.35 0.44
N -0.923 -0.594 0.157 -0.42 0.09 0.27
N 1.381 0.062 -3.304 4.03 2.34 -0.31
N -2.092 0.357 0.042 2.36 -0.55 0.00
N 0.580 1.024 -0.933 0.98 1.71 1.86
C -0.635 2.035 -0.902 1.93 -1.29 3.47
C 0.262 0.175 0.383 0.30 -0.35 0.27
C 0.893 -1.797 1.874 0.81 -0.05 -1.63
C -0.243 1.328 1.384 -0.69 -2.32 -1.73
C 1.458 -0.716 0.885 -3.49 0.10 0.45
C -1.000 -1.726 -0.798 1.75 2.77 0.82
C -1.373 1.572 0.410 -2.82 3.64 -0.87
C -0.572 0.732 2.710 -1.55 -1.06 2.10
H 0.353 0.199 3.219 -2.24 1.44 -0.76
H 1.874 -1.187 0.041 1.14 -0.37 -0.86
H 0.618 -0.301 -3.783 -1.12 -1.58 -1.25
H -4.303 0.153 -0.023 -0.38 -0.11 -0.26
H 1.446 -1.777 2.777 0.71 -0.26 0.84
H -0.135 -2.363 -0.838 0.45 0.01 0.20
H 0.328 2.231 1.465 0.90 0.23 -0.16
H -0.266 3.020 -0.789 0.68 0.94 0.27
H -2.188 2.376 0.699 1.75 -1.46 -0.45
H 0.755 0.511 -1.891 0.22 0.55 0.82
H 0.941 -2.784 1.407 0.09 0.06 0.25
H 2.060 -0.057 1.439 1.47 0.71 0.23
H 1.804 0.806 -3.950 -1.23 -0.95 1.23
H 2.245 -0.523 -3.203 -1.75 -0.20 -0.19
H -1.246 2.063 -1.717 -1.42 -0.80 -2.45
H 1.517 1.542 -0.644 -2.40 -1.10 -1.24
H -1.165 1.432 3.363 1.61 0.07 -0.21
H -1.810 -2.232 -0.487 -2.72 -2.32 1.05
H -1.267 -1.317 -1.720 -0.06 0.44 -2.07
H -0.116 -1.594 2.110 -0.92 0.01 0.16
H -1.480 0.039 2.640 1.79 0.00 -0.29
```
Positions in Å, forces in eV/Å.

Per-atom Mulliken charges, elementary charge units: -0.1444 0.1524 -0.9375 -0.4403 0.0186 -1.0458 0.3057 -1.4204 -0.1623 -1.0271 -1.2103 0.4179 -1.3260 0.2206 0.4324 0.2534 0.1741 0.3986 0.3469 0.4543 0.4682 0.3809 0.4149 0.3371 0.4799 0.2986 0.2824 0.4103 0.4242 0.4074 0.4305 0.4287 0.4982 0.2778